# 1
This record from the Open Molecules 2025 dataset describes 2 unconnected molecules or ions with the total composition C4H7N3O at a distorted geometry. The level of theory is ωB97M-V/def2-TZVPD.

```
15
Properties=species:S:1:pos:R:3:forces:R:3
H 1.099786 -1.332544 0.558847 -1.258 2.949 1.343
N 1.108036 -0.223356 0.708754 0.590 -2.322 -0.337
C 0.168902 0.524058 0.328236 -0.617 -0.205 -0.060
C 0.445801 1.930459 -0.091062 -0.387 0.258 0.464
C -1.289193 0.096571 0.262780 0.074 -0.420 -1.031
C -1.541169 -1.374047 0.051340 -0.200 0.032 0.273
O -2.170954 0.919409 0.312243 0.164 -0.034 0.225
H 1.506851 2.126106 -0.036099 0.171 0.106 0.108
H 0.102413 2.080059 -1.124414 0.002 -0.124 0.255
H -0.131156 2.604860 0.542732 0.125 0.228 -0.134
H -2.571563 -1.525971 -0.254921 -0.048 0.032 0.014
H -0.865724 -1.781509 -0.700911 0.040 -0.002 0.020
H -1.371942 -1.903799 0.989229 0.034 -0.121 -0.011
N 2.866198 -0.531097 -0.683923 0.326 -3.324 -1.315
N 2.643716 -1.609199 -0.862830 0.985 2.947 0.186
```
Forces are in eV/Å.

HOMO level, eV: -9.2
Energy above the lowest of the compared OMol25 structures with the same formula, charge and spin, kJ/mol: 112.56
HOMO-LUMO gap, eV: 9.4
Net charge: 0
E_tot, hartree: -396.1055

***

# 2
This record from the Open Molecules 2025 dataset describes a molecular structure, C4H7N3O2 at a distorted geometry. The level of theory is ωB97M-V/def2-TZVPD.

```
16
Properties=species:S:1:pos:R:3:forces:R:3
C -1.176798 0.716262 1.095866 -1.124 0.472 -2.196
C -1.668182 -0.176580 -1.073086 -0.475 -3.085 -1.446
C 0.773661 -0.718460 0.095904 -2.227 -1.238 1.293
C 2.874944 -0.219061 0.038734 3.026 1.933 -1.234
H -0.395025 1.296147 0.133333 -3.291 -0.522 4.644
H -2.161949 1.336857 1.228272 1.721 -1.385 -0.394
H -0.829936 0.408560 2.143580 0.054 0.715 -1.700
H -2.770513 0.068040 -1.170613 1.542 -0.095 -0.681
H -0.932433 0.593635 -1.333559 -0.711 0.285 -0.416
H -1.236623 -1.175175 -1.604387 -1.987 2.408 0.114
H 3.996426 -0.465839 0.028715 -2.024 0.715 0.107
N -1.481883 -0.605980 0.282854 -0.727 3.047 1.962
N -0.371625 -1.428343 0.286189 6.318 1.908 0.026
N 2.346337 0.907446 -0.302305 1.060 -1.094 0.617
O 2.072567 -1.199797 0.303597 -2.759 -1.794 0.129
O 0.961038 0.662288 -0.153097 1.606 -2.269 -0.825
```
Forces are in eV/Å.

HOMO level, eV: -8.7
Energy above the lowest of the compared OMol25 structures with the same formula, charge and spin, kJ/mol: 763.46
HOMO-LUMO gap, eV: 9.3
Net charge: 0
E_tot, hartree: -471.1122

***

# 3
This record from the Open Molecules 2025 dataset describes a molecular structure, C4H7N3O2 at a distorted geometry. The level of theory is ωB97M-V/def2-TZVPD.

```
16
Properties=species:S:1:pos:R:3:forces:R:3
C 1.025446 -0.727235 1.673756 0.463 -1.595 0.763
C 1.348064 0.906223 0.308022 0.224 -0.928 -1.241
C -0.277937 -0.496327 1.219366 0.279 1.363 -1.206
C -0.952840 1.326587 -0.317370 -2.167 -2.551 1.075
N 1.942335 -0.001297 1.165583 1.339 -1.310 1.908
N -0.086664 0.528198 0.306505 -3.210 3.204 -1.553
N -1.482078 -0.795273 1.824429 2.091 -0.837 0.921
O -1.493110 -1.599950 2.738610 0.658 -1.031 0.706
O -2.456712 -0.215885 1.483113 -3.080 1.938 -1.660
H 1.137783 -1.623819 2.258707 0.778 0.201 0.675
H 1.453637 1.904963 0.650141 0.028 1.047 0.139
H 1.846741 0.752725 -0.666347 -0.773 0.401 0.005
H 1.274523 -2.407780 0.199952 -1.189 -0.912 -0.467
H -2.093442 1.071940 -0.245040 2.640 0.529 -0.038
H -0.650286 2.155564 -0.924247 0.612 0.085 -0.070
H 0.569041 -2.733135 0.090406 1.308 0.397 0.042
```
Forces are in eV/Å.

HOMO level (alpha / beta), eV: -8.3 / -8.3
Energy above the lowest of the compared OMol25 structures with the same formula, charge and spin, kJ/mol: 696.74
HOMO-LUMO gap (alpha / beta), eV: 7.7 / 7.7
Net charge: 0
E_tot, hartree: -471.1377

***

# 4
This record from the Open Molecules 2025 dataset describes a single C4H7N3O2 molecule at a distorted geometry. The level of theory is ωB97M-V/def2-TZVPD.

```
16
Properties=species:S:1:pos:R:3:forces:R:3
O -1.290016 1.384241 -2.070345 0.461 -0.106 0.737
C -0.555829 1.072014 -1.161731 -0.846 0.490 -2.041
C -0.842621 1.238452 0.253764 0.120 0.205 1.549
C -0.681012 -0.077952 1.015641 -2.201 -0.019 1.467
N -0.716744 -1.283753 0.163352 -1.745 -0.932 1.870
N 0.473639 -1.932125 -0.006929 -0.748 -0.828 0.031
C 1.471956 -1.243921 -0.286734 2.910 -0.732 -0.516
N 1.476195 0.140834 -0.420789 0.929 1.847 -0.824
O 0.611867 0.503758 -1.509929 0.661 -0.340 -0.299
H -1.842330 1.669872 0.335321 0.114 -0.259 -0.043
H -0.152066 1.928933 0.731158 0.141 0.351 -0.262
H 0.134925 -0.091505 1.726690 0.580 0.065 -0.280
H -1.569160 -0.110705 1.725700 0.747 -0.347 -1.023
H -1.318224 -1.978799 0.675473 0.731 0.982 -1.124
H 2.423486 -1.811216 -0.453188 -0.784 0.741 0.203
H 2.375934 0.591870 -0.717454 -1.071 -1.118 0.554
```
Forces are in eV/Å.

HOMO level, eV: -9.1
Energy above the lowest of the compared OMol25 structures with the same formula, charge and spin, kJ/mol: 363.50
HOMO-LUMO gap, eV: 9.8
Net charge: 0
E_tot, hartree: -471.2646

***

# 5
This record from the Open Molecules 2025 dataset describes a single C4H7N3O2S molecule at a distorted geometry. The level of theory is ωB97M-V/def2-TZVPD.

```
17
Properties=species:S:1:pos:R:3:forces:R:3
C 1.183061 2.770946 0.820253 0.117 -1.942 -0.688
C 0.073678 2.061031 0.556707 -0.295 0.459 0.025
C -1.105077 1.447173 0.357921 1.699 1.393 -0.418
S -1.624996 0.435530 -1.022682 1.027 0.550 0.236
C -0.165148 -0.738594 -1.023698 -0.305 1.198 0.974
N 1.157148 -0.294986 -1.281442 1.444 1.856 -1.187
N -0.255685 -1.331049 0.298622 -0.414 -0.721 -0.663
N -0.774721 -2.474975 0.236397 1.831 -0.865 1.357
O -0.994692 -3.283193 -0.654078 -0.471 1.222 0.116
O -0.946215 -3.050526 1.488230 -0.680 -0.940 0.366
H 2.108226 2.272378 1.246557 -1.437 0.545 -0.060
H 1.419526 3.742166 0.366220 -0.613 -0.312 0.201
H -1.938183 1.712289 0.976211 -0.142 -0.042 0.659
H -0.473490 -1.418139 -1.768254 -0.048 -0.862 -0.974
H 1.644689 0.396984 -0.694533 -1.071 -0.950 1.048
H 1.232793 0.304550 -2.123729 -0.693 -1.226 -0.098
H -0.540915 -2.551586 2.221299 0.052 0.636 -0.896
```
Forces are in eV/Å.

HOMO level, eV: -8.7
Energy above the lowest of the compared OMol25 structures with the same formula, charge and spin, kJ/mol: 579.79
HOMO-LUMO gap, eV: 9.2
Net charge: 0
E_tot, hartree: -869.3287

***

# 6
This record from the Open Molecules 2025 dataset describes a single C4H7N3OS molecule at a distorted geometry. The level of theory is ωB97M-V/def2-TZVPD.

```
16
Properties=species:S:1:pos:R:3:forces:R:3
C -0.991521 -0.181272 0.264303 -0.280 -1.827 -1.943
C 0.881922 1.529270 0.139384 -4.730 -4.502 2.683
C -0.043245 -0.973920 -0.597943 -1.340 3.562 -0.570
C -2.290824 -0.711405 0.579900 -0.959 -0.355 4.504
N -0.779950 0.984911 0.631507 5.189 4.221 -0.705
N 0.970562 2.691788 -0.291589 1.508 4.135 -1.605
N 1.823490 0.564149 0.256793 -2.242 0.694 -1.024
O 2.335776 -1.880667 -0.362295 0.267 0.352 0.514
S 1.412572 -1.072305 0.473582 2.999 -1.641 0.926
H -0.126855 -1.984098 -0.826514 -0.815 -1.808 -0.044
H 0.108614 -0.408970 -1.539007 0.289 -0.267 0.570
H -2.773098 -0.861441 -0.308186 -1.532 -1.070 -2.240
H -2.944877 0.044190 1.178111 1.370 -1.339 -0.853
H -2.124134 -1.663840 1.197410 -0.747 0.957 -0.901
H 1.849355 2.968227 -0.821799 -1.206 -0.694 0.741
H 2.692211 0.955389 0.026346 2.230 -0.417 -0.052
```
Forces are in eV/Å.

HOMO level (alpha / beta), eV: -4.2 / -9.1
Spin multiplicity: 3
Energy above the lowest of the compared OMol25 structures with the same formula, charge and spin, kJ/mol: 484.08
HOMO-LUMO gap (alpha / beta), eV: 4.6 / 5.2
Expectation value of S²: 2.02
Net charge: 0
E_tot, hartree: -793.9919

***

- What is the energy above the lowest of the compared OMol25 structures with the same formula, charge and spin in the fourth record?
  363.50 kJ/mol

***

Repeat the sixth record exactly.
This record from the Open Molecules 2025 dataset describes a single C4H7N3OS molecule at a distorted geometry. The level of theory is ωB97M-V/def2-TZVPD.

```
16
Properties=species:S:1:pos:R:3:forces:R:3
C -0.991521 -0.181272 0.264303 -0.280 -1.827 -1.943
C 0.881922 1.529270 0.139384 -4.730 -4.502 2.683
C -0.043245 -0.973920 -0.597943 -1.340 3.562 -0.570
C -2.290824 -0.711405 0.579900 -0.959 -0.355 4.504
N -0.779950 0.984911 0.631507 5.189 4.221 -0.705
N 0.970562 2.691788 -0.291589 1.508 4.135 -1.605
N 1.823490 0.564149 0.256793 -2.242 0.694 -1.024
O 2.335776 -1.880667 -0.362295 0.267 0.352 0.514
S 1.412572 -1.072305 0.473582 2.999 -1.641 0.926
H -0.126855 -1.984098 -0.826514 -0.815 -1.808 -0.044
H 0.108614 -0.408970 -1.539007 0.289 -0.267 0.570
H -2.773098 -0.861441 -0.308186 -1.532 -1.070 -2.240
H -2.944877 0.044190 1.178111 1.370 -1.339 -0.853
H -2.124134 -1.663840 1.197410 -0.747 0.957 -0.901
H 1.849355 2.968227 -0.821799 -1.206 -0.694 0.741
H 2.692211 0.955389 0.026346 2.230 -0.417 -0.052
```
Forces are in eV/Å.

HOMO level (alpha / beta), eV: -4.2 / -9.1
Spin multiplicity: 3
Energy above the lowest of the compared OMol25 structures with the same formula, charge and spin, kJ/mol: 484.08
HOMO-LUMO gap (alpha / beta), eV: 4.6 / 5.2
Expectation value of S²: 2.02
Net charge: 0
E_tot, hartree: -793.9919